Molecular formula: C21H31N5O5PTc
Method: DFT, ωB97M-V/def2-TZVPD

Last column: Löwdin spin population.
Atoms and positions in Å:
Tc: 0.169 -0.166 -0.451  1.9270
P: 0.851 -0.509 1.840  0.0292
O: -1.959 -1.887 -2.456  0.0148
O: 0.710 0.560 2.986  0.0054
O: 2.420 -0.825 1.941  0.0060
O: 0.262 -1.879 2.387  0.0031
O: -2.538 0.427 1.423  0.0136
N: 0.075 0.134 -2.663  0.0227
N: -1.862 -0.637 -0.514  0.0417
N: 2.460 -0.806 -1.397  0.0845
N: 0.753 1.534 -0.288  0.4597
N: 0.311 -2.460 -0.645  0.0055
C: 0.088 3.740 0.385  0.0943
C: -6.284 -1.832 -1.284  0.0021
C: 1.487 -3.060 -1.308  0.0019
C: 1.768 5.421 0.766  0.1081
C: -2.510 -1.366 -1.497  0.0111
C: -0.090 1.766 2.993  0.0016
C: 2.462 -0.461 -2.824  0.0048
C: -6.466 -1.121 -0.101  0.0022
C: 0.656 -2.432 3.665  -0.0003
C: -3.965 -1.398 -1.180  0.0024
C: 3.413 0.208 2.037  0.0011
C: 1.086 -0.582 -3.463  0.0026
C: -5.391 -0.535 0.563  0.0009
C: 2.718 -2.209 -1.057  0.0042
C: -2.805 -0.206 0.430  0.0116
C: 2.434 3.212 0.081  0.0918
C: -4.145 -0.692 -0.006  0.0017
C: 0.433 5.030 0.734  -0.0085
C: 2.763 4.506 0.434  -0.0097
C: 1.087 2.797 0.062  0.0345
C: -5.020 -1.984 -1.848  0.0011
H: 3.204 2.502 -0.194  0.0051
H: 3.567 -2.620 -1.615  0.0023
H: -0.791 1.684 3.819  -0.0001
H: 4.090 -0.062 2.843  0.0000
H: 1.128 -0.191 -4.482  -0.0003
H: 1.278 -3.127 -2.373  0.0001
H: -0.948 3.425 0.351  0.0032
H: -4.868 -2.535 -2.766  0.0000
H: 2.970 -2.240 0.004  0.0003
H: -0.533 -2.771 -1.119  0.0021
H: 2.032 6.434 1.040  0.0063
H: -0.344 5.743 0.979  -0.0026
H: 0.252 -2.787 0.317  0.0014
H: 1.664 -4.079 -0.960  -0.0005
H: 0.758 -1.616 -3.534  0.0002
H: 0.589 2.600 3.150  0.0002
H: 0.924 -1.640 4.361  0.0000
H: 1.502 -3.099 3.518  0.0001
H: 3.968 0.259 1.101  0.0003
H: -7.143 -2.274 -1.772  0.0001
H: -5.524 0.019 1.482  0.0000
H: -0.630 1.873 2.060  0.0012
H: 2.797 0.575 -2.909  0.0006
H: 3.124 -0.216 -0.913  0.0019
H: -0.846 -0.182 -2.963  0.0022
H: -0.200 -2.982 4.044  -0.0001
H: 3.801 4.811 0.443  -0.0031
H: -7.463 -1.022 0.309  0.0001
H: 0.140 1.135 -2.826  0.0039
H: 3.172 -1.078 -3.385  0.0016
H: 2.963 1.177 2.246  0.0008

Values from the calculation:
Highest occupied orbital energy (spin up / spin down), eV: -9.7 / -11.0
Expectation value of S²: 3.793
Energy, eV: -51452.8813
Charge: +1
HOMO-LUMO gap (spin up / spin down), eV: 7.2 / 7.4
Multiplicity: 4